Run w
Formula: C36H30N6O12
Source: OMol25
Level of theory: the ωB97M-V functional and the def2-TZVPD basis

Computed properties:
Gap between HOMO and LUMO (hartree): 0.32125
SMILES: O=[N+]([O-])c1ccccc1.O=[N+]([O-])c1ccccc1.O=[N+]([O-])c1ccccc1.O=[N+]([O-])c1ccccc1.O=[N+]([O-])c1ccccc1.O=[N+]([O-])c1ccccc1
Charge: 0
HOMO level (eV): -9.74

Positions of all 84 atoms, in Å:
C1 1.30488 -13.45217 -21.47307
C2 1.07217 -14.86601 -21.43194
C3 1.45787 -15.62062 -22.54533
C4 1.78073 -15.03964 -23.76875
C5 2.04380 -13.70770 -23.73567
C6 1.69998 -12.82353 -22.65941
N1 1.82895 -15.89530 -25.00541
O1 1.87550 -15.43380 -26.09895
O2 1.70707 -17.15266 -24.87978
H1 0.98396 -12.80321 -20.67166
H2 0.76778 -15.41211 -20.55130
H3 1.30144 -16.68922 -22.53958
H4 2.27219 -13.24216 -24.68303
H5 1.66076 -11.75274 -22.79459
C7 4.17283 -2.62131 -21.79483
C8 3.25997 -1.54243 -21.80500
C9 1.93221 -1.72215 -22.18722
C10 1.48347 -2.98156 -22.45120
C11 2.40708 -4.08476 -22.49026
C12 3.78743 -3.83762 -22.34820
N2 0.13957 -3.14535 -23.09906
O3 -0.08787 -4.20436 -23.69717
O4 -0.67588 -2.24075 -22.96331
H6 5.18952 -2.54957 -21.43763
H7 3.53730 -0.64457 -21.27271
H8 1.14161 -0.98752 -22.14617
H9 2.02669 -5.09044 -22.59187
H10 4.55406 -4.59826 -22.33825
C13 -6.53655 -14.76757 -25.19221
C14 -5.41821 -14.32256 -24.55266
C15 -5.19648 -12.99711 -24.39275
C16 -6.13289 -12.08080 -24.89675
C17 -7.33249 -12.51963 -25.49534
C18 -7.56264 -13.92095 -25.61928
N3 -5.75461 -10.60826 -24.94139
O5 -6.45676 -9.87046 -25.60603
O6 -4.90399 -10.32859 -24.05081
H11 -6.79950 -15.81261 -25.26401
H12 -4.79404 -15.06007 -24.07010
H13 -4.38146 -12.65604 -23.77161
H14 -7.97125 -11.83733 -26.03652
H15 -8.46581 -14.19728 -26.14305
C19 -6.14342 -11.23680 -20.98244
C20 -7.46328 -11.72015 -20.92437
C21 -7.85573 -12.78177 -20.04843
C22 -6.90155 -13.53511 -19.39964
C23 -5.55153 -13.16735 -19.54008
C24 -5.14841 -12.01108 -20.29762
N4 -7.36043 -14.78297 -18.66801
O7 -6.61757 -15.40723 -17.89091
O8 -8.54364 -15.19278 -18.80716
H16 -5.85986 -10.46313 -21.68058
H17 -8.22396 -11.44068 -21.63828
H18 -8.89863 -13.05416 -20.11601
H19 -4.72324 -13.72498 -19.12850
H20 -4.19868 -11.50424 -20.21080
C25 -1.03188 -15.52908 -25.97231
C26 -1.43249 -16.38153 -24.93359
C27 -2.01079 -15.87276 -23.83019
C28 -1.88318 -14.50023 -23.61696
C29 -1.38232 -13.59054 -24.60215
C30 -0.97666 -14.13252 -25.79445
N5 -2.38752 -14.01912 -22.38112
O9 -1.77847 -13.10488 -21.85380
O10 -3.37216 -14.59085 -21.86215
H21 -0.55891 -16.01837 -26.81095
H22 -1.39212 -17.46018 -24.89753
H23 -2.40832 -16.54145 -23.08105
H24 -1.25387 -12.53028 -24.44172
H25 -0.60239 -13.41274 -26.50735
C31 -2.39533 -8.25680 -22.76660
C32 -2.28301 -9.55560 -22.27190
C33 -1.10489 -9.76696 -21.51725
C34 -0.16372 -8.72713 -21.34064
C35 -0.40097 -7.37000 -21.73854
C36 -1.65917 -7.19046 -22.36033
N6 1.06498 -9.09850 -20.51422
O11 1.22020 -10.26527 -20.25983
O12 2.02747 -8.39502 -20.25329
H26 -3.21252 -7.85318 -23.34598
H27 -3.04464 -10.30250 -22.44062
H28 -0.94807 -10.67524 -20.95439
H29 0.32957 -6.58162 -21.63292
H30 -1.92349 -6.17794 -22.62743

---

Run x
Formula: C36H30N6O12
Source: OMol25
Level of theory: the ωB97M-V functional and the def2-TZVPD basis

Computed properties:
Gap between HOMO and LUMO (hartree): 0.33583
SMILES: O=[N+]([O-])c1ccccc1.O=[N+]([O-])c1ccccc1.O=[N+]([O-])c1ccccc1.O=[N+]([O-])c1ccccc1.O=[N+]([O-])c1ccccc1.O=[N+]([O-])c1ccccc1
Charge: 0
HOMO level (eV): -9.83

Positions of all 84 atoms, in Å:
C1 -0.80424 0.21354 0.40622
C2 -0.30765 -1.07200 0.16742
C3 0.99732 -1.32018 -0.15222
C4 1.85696 -0.23970 -0.22883
C5 1.43241 1.02796 0.10669
C6 0.07988 1.29189 0.31814
N1 3.27404 -0.48036 -0.47074
O1 4.04478 0.44530 -0.33509
O2 3.59834 -1.60910 -0.74718
H1 -1.79577 0.30786 0.81926
H2 -1.02329 -1.88020 0.27727
H3 1.30109 -2.32653 -0.40255
H4 2.14554 1.83979 0.03922
H5 -0.19670 2.30382 0.58889
C7 -7.63808 1.18369 2.77608
C8 -6.31866 0.78666 2.95380
C9 -5.44301 0.72324 1.87864
C10 -5.90148 1.10145 0.65096
C11 -7.18884 1.53154 0.46240
C12 -8.07090 1.60476 1.53264
N2 -5.00544 0.95002 -0.48550
O3 -5.46140 1.18441 -1.59812
O4 -3.84759 0.67788 -0.24564
H6 -8.28603 1.20116 3.64452
H7 -6.00408 0.42754 3.92510
H8 -4.42499 0.40820 2.04806
H9 -7.45938 1.89059 -0.52328
H10 -9.07595 1.95941 1.35503
C13 -2.04649 4.14642 -2.50301
C14 -0.90253 3.67831 -3.13055
C15 0.33577 4.03572 -2.64704
C16 0.39281 4.92558 -1.59183
C17 -0.73394 5.40574 -0.95693
C18 -1.97275 5.04619 -1.44643
N3 1.69489 5.35940 -1.10106
O5 2.65034 4.65861 -1.30720
O6 1.72865 6.45488 -0.58599
H11 -2.99052 3.84702 -2.93016
H12 -0.95667 2.98773 -3.96050
H13 1.26492 3.62860 -3.02430
H14 -0.63288 5.99793 -0.05839
H15 -2.87568 5.48995 -1.04895
C19 2.42668 -4.88310 1.70130
C20 1.21476 -5.33749 1.21883
C21 0.03512 -4.76246 1.64753
C22 0.09816 -3.63015 2.44223
C23 1.30052 -3.14673 2.92307
C24 2.47750 -3.78870 2.55969
N4 -1.15871 -2.98715 2.83888
O7 -1.12739 -2.16316 3.72500
O8 -2.15265 -3.30335 2.23487
H16 3.37759 -5.24322 1.32646
H17 1.19461 -6.17360 0.53209
H18 -0.94919 -5.03666 1.29336
H19 1.34315 -2.29832 3.59601
H20 3.41236 -3.39941 2.93729
C25 3.89275 -4.97342 -2.90121
C26 2.61717 -4.44652 -2.82332
C27 1.86078 -4.33532 -3.98297
C28 2.34534 -4.83925 -5.16321
C29 3.64254 -5.29488 -5.27618
C30 4.40492 -5.38535 -4.12792
N5 1.48764 -4.79448 -6.33855
O9 0.31490 -4.59708 -6.17353
O10 2.02368 -4.96914 -7.42389
H21 4.51514 -5.22073 -2.04970
H22 2.14560 -4.18362 -1.88580
H23 0.83658 -3.98761 -3.94583
H24 4.00458 -5.65566 -6.22832
H25 5.40642 -5.79214 -4.13916
C31 3.27530 4.32548 1.79832
C32 3.69093 3.05617 2.16947
C33 2.84688 2.23091 2.88990
C34 1.58222 2.67798 3.20742
C35 1.18850 3.97121 2.89865
C36 2.01458 4.79623 2.15081
N6 0.68917 1.81272 3.96309
O11 1.07345 0.68998 4.18043
O12 -0.39543 2.26977 4.31441
H26 3.92384 4.97687 1.22375
H27 4.67748 2.69635 1.90835
H28 3.09687 1.21027 3.14662
H29 0.21057 4.31120 3.21717
H30 1.70228 5.80885 1.94574

---

What should be chosen as the most stable of them? Choose run x.